16
Properties=species:S:1:pos:R:3:forces:R:3:nbo_charge:R:1 method="wB97M-V/def2-TZVPD" molar_mass_g_mol=123.18 total_energy_ha=-723.02268 charge=-2 relative_energy_kj_mol=155.9
C -0.337210 0.781505 0.472669 -2.2 0.2 -0.4 -0.229
C -1.408298 1.831843 -0.095841 0.8 -1.7 -1.9 -0.554
S -0.995610 3.571991 0.160761 -0.3 0.4 0.7 -0.750
N 0.196362 -0.182787 -0.468723 2.9 0.1 -1.7 -0.710
C 1.609572 -0.654334 0.114272 -1.2 -0.9 3.1 0.137
O 1.812805 -1.973787 0.118380 -0.1 -0.7 -1.3 -0.937
H 0.417246 1.415750 0.874496 0.7 0.3 0.9 0.176
H -0.899375 0.141167 1.268129 1.2 1.2 -0.9 0.155
H -2.314387 1.345367 0.333693 -0.2 1.3 -0.6 0.164
H -1.407918 1.827642 -1.270854 -0.4 -0.9 2.1 0.172
H 0.471391 0.231888 -1.422377 -0.9 -0.2 2.0 0.329
H 1.495196 -0.438827 1.278751 0.2 0.9 -1.8 0.068
H 2.500027 -0.093496 -0.280491 -0.8 0.3 -0.2 0.085
H 0.348644 -2.556865 0.010247 -0.8 -0.7 -0.4 0.510
H -0.884119 -2.280593 -0.856366 0.0 0.1 0.3 0.461
O -0.604326 -2.966458 -0.236746 0.9 0.3 0.2 -1.076

83
Properties=species:S:1:pos:R:3:forces:R:3:mulliken_spin:R:1 method="wB97M-V/def2-TZVPD" molar_mass_g_mol=1083.99 multiplicity=3 total_energy_ha=-5985.42646 charge=-1 relative_energy_kj_mol=442.3
W 0.350788 -0.405710 0.656372 0.0 1.3 -3.3 0.032
C 1.319603 5.149527 -4.795300 0.0 0.0 0.0 0.003
O 1.313166 4.997370 -3.392990 0.0 0.0 0.0 0.025
C 0.105654 5.004014 -2.763326 0.1 0.0 0.0 0.136
C -1.110115 5.235088 -3.405248 0.0 0.0 0.0 -0.060
C -2.283167 5.207023 -2.671304 0.1 0.0 0.0 0.165
C -2.270641 4.938336 -1.297327 -0.3 0.1 0.0 -0.015
C -1.030796 4.722573 -0.661833 0.1 0.0 0.0 0.151
C 0.136518 4.752982 -1.389716 0.0 0.0 0.0 -0.072
N -3.499974 4.813119 -0.678283 0.1 -0.3 0.0 0.605
N -3.503272 4.457717 0.585287 0.2 0.0 -0.1 0.637
C -3.156647 3.197906 0.958424 -0.2 0.1 0.1 0.021
C -2.882650 3.021243 2.336142 0.0 -0.1 0.0 0.194
C -2.215103 1.897705 2.774032 -0.1 0.0 0.1 -0.132
C -1.808634 0.966785 1.829977 -0.1 -0.3 -0.2 0.165
O -1.002507 -0.073539 2.087263 1.3 0.2 0.0 0.029
C -2.128375 1.061469 0.469951 -0.2 0.2 1.1 0.037
N -1.556086 0.043873 -0.267464 0.4 0.4 0.0 -0.014
C -1.637348 0.294890 -1.725393 -0.1 -0.2 0.0 -0.010
C -2.804990 1.136568 -2.139637 0.0 0.1 -0.1 0.060
C -3.342496 2.060000 -1.344757 0.1 0.0 0.1 -0.065
C -2.888245 2.141586 0.040989 0.0 -0.2 -0.6 0.107
H 2.360957 5.096060 -5.101303 0.0 0.0 0.0 0.000
H 0.903626 6.115893 -5.095797 0.0 0.0 0.0 0.000
H 0.758670 4.347087 -5.283831 0.0 0.0 0.0 0.000
H -1.155116 5.417026 -4.469421 0.0 0.0 0.0 -0.003
H -3.239317 5.354255 -3.156617 0.0 0.0 0.0 -0.004
H -0.992990 4.495840 0.394032 0.0 0.0 0.0 -0.008
H 1.090425 4.555465 -0.917025 0.0 0.0 0.0 -0.001
H -3.114803 3.835140 3.008713 0.0 0.0 0.0 0.004
H -1.924532 1.767959 3.807528 0.0 0.0 0.0 -0.002
H -1.698773 -0.670789 -2.238490 0.0 0.0 0.0 0.003
H -3.159895 1.010569 -3.155742 0.0 0.0 0.0 -0.001
H -4.142105 2.700453 -1.687100 0.0 0.0 0.0 -0.002
Cl 1.615663 -2.334790 -5.956500 0.0 0.0 0.0 0.000
C 1.443356 -2.265056 -4.218535 0.0 -0.1 0.0 0.000
C 1.716992 -3.422071 -3.495649 0.0 0.0 0.0 0.000
C 1.530847 -3.423687 -2.117956 0.0 0.0 -0.1 0.002
I 1.830864 -5.151482 -1.011761 0.0 0.0 0.0 0.000
C 1.118508 -2.257830 -1.497941 -0.1 0.0 0.0 0.002
O 0.778680 -2.107888 -0.219891 0.0 -0.4 0.1 0.004
C 0.954593 -1.089286 -2.223182 0.1 0.0 0.0 -0.002
N 0.635149 -0.035364 -1.432892 -0.2 0.0 0.0 -0.001
C -0.269420 0.907774 -2.076876 0.0 0.0 -0.1 0.012
C -0.007836 1.074020 -3.549498 0.0 0.0 0.0 0.014
C 0.616175 0.150445 -4.280184 -0.1 0.0 0.0 0.001
C 1.027054 -1.082673 -3.622605 0.1 0.0 0.1 0.000
H 2.048524 -4.311934 -4.009167 0.0 0.0 0.0 0.000
H -0.195973 1.885843 -1.602846 0.0 0.0 0.1 -0.010
H -0.362893 1.993459 -4.001583 0.0 0.0 0.0 -0.003
H 0.794912 0.282608 -5.338594 0.0 0.0 0.0 0.000
C 2.218964 -3.729368 5.248805 -0.1 0.1 -0.1 0.000
Si 2.819414 -3.102383 3.583208 0.5 -0.1 -0.5 -0.001
C 4.122396 -1.778779 3.857064 -0.1 0.0 0.0 0.000
C 3.640707 -4.507534 2.633099 0.0 0.0 0.2 0.000
As 1.124154 -2.015050 2.500611 -1.5 0.3 1.0 -0.008
Si -0.863545 -3.278432 2.299049 0.2 -0.6 0.6 0.000
C -1.992029 -3.208938 0.794216 0.2 0.2 0.0 0.000
C -0.391916 -5.109081 2.459812 0.0 0.1 0.1 0.001
C -2.007042 -2.921821 3.757880 0.0 0.0 -0.1 -0.002
H 3.109186 -4.010245 5.820200 0.0 0.0 0.0 0.000
H 1.563428 -4.598115 5.179009 0.0 0.0 -0.1 0.000
H 1.685709 -2.946733 5.788151 0.0 0.0 0.0 0.000
H 4.930841 -2.159965 4.487435 0.0 0.0 0.0 0.000
H 3.700001 -0.890027 4.327795 0.0 0.0 0.0 0.000
H 4.549573 -1.458125 2.904768 0.0 0.0 0.0 0.000
H 4.601953 -4.729742 3.108485 0.0 -0.1 -0.1 0.000
H 3.822094 -4.206072 1.600993 0.0 0.0 0.0 0.000
H 3.046167 -5.422524 2.610152 -0.1 0.0 0.0 0.000
H -1.492482 -3.488617 -0.134266 0.0 -0.1 0.0 0.000
H -2.480879 -2.246425 0.644245 0.0 0.0 0.0 0.000
H -2.751746 -3.960877 1.030716 -0.1 0.0 -0.1 0.000
H 0.456748 -5.370878 1.828466 0.0 0.0 -0.1 0.000
H -1.241834 -5.738596 2.179376 0.0 0.0 0.0 0.000
H -0.121736 -5.348254 3.492577 0.0 0.0 0.0 0.000
H -2.576941 -2.003147 3.606105 0.0 0.0 0.0 0.001
H -1.460846 -2.815422 4.695970 0.1 -0.1 0.0 0.000
H -2.708070 -3.758068 3.853159 -0.1 0.1 0.0 0.000
O 0.614268 1.673913 0.376809 0.8 -0.6 1.0 -0.004
S 2.034730 1.560769 1.086681 -1.3 -0.6 -0.3 0.003
O 2.450144 0.220662 0.468808 -0.4 0.0 0.5 0.000
O 1.640330 1.231841 2.441932 0.4 0.4 0.7 0.001
O 2.892205 2.658464 0.813545 0.1 0.1 -0.1 0.000

49
Properties=species:S:1:pos:R:3:forces:R:3:nbo_charge:R:1 method="wB97M-V/def2-TZVPD" molar_mass_g_mol=694.52 total_energy_ha=-8420.37105 charge=0
C -3.683192 3.034021 -0.192790 0.5 -0.9 -1.3 -0.537
C -4.209871 1.955806 -1.066147 -0.2 -0.5 2.3 -0.356
C -3.404281 0.720196 -0.957394 0.2 0.6 -0.5 -0.117
C -2.191306 0.493319 -1.476136 -0.7 -0.2 0.4 -0.194
C -1.803797 -0.880449 -1.060973 0.7 0.3 -0.4 0.737
O -0.811177 -1.482299 -1.302022 -0.1 -0.1 0.1 -0.470
O -2.819666 -1.402599 -0.278399 -0.3 -0.3 0.1 -0.513
C -3.836644 -0.475960 -0.207702 -0.2 -0.3 0.4 0.766
O -4.844806 -0.688974 0.399528 0.3 0.0 -0.3 -0.519
H -4.615742 3.569821 0.383932 0.4 -0.2 -0.1 0.321
H -3.093421 3.790073 -0.723326 -0.5 0.9 0.6 0.330
H -2.997160 2.571153 0.516089 0.4 0.1 -0.3 0.284
H -5.254173 1.736129 -0.828014 -0.3 0.2 -1.0 0.278
H -4.137405 2.438731 -2.246953 0.5 0.6 -0.8 0.277
H -1.589870 1.166600 -2.066328 0.0 -0.2 -0.2 0.292
B 2.559048 1.659956 0.230169 0.4 -0.4 -0.3 1.171
O 3.687298 2.539921 0.496499 -0.2 0.0 0.2 -0.660
C 4.473539 2.000052 1.433514 0.0 0.1 -0.1 0.673
O 5.476945 2.461648 1.870523 0.0 0.0 0.1 -0.505
C 3.822600 0.663084 1.850853 -0.1 -0.2 0.0 0.677
O 4.232588 -0.107781 2.668051 0.2 -0.1 -0.1 -0.554
O 2.709873 0.510651 1.136479 -0.1 0.4 0.1 -0.655
O 1.210448 2.356472 0.502452 0.5 -0.3 -0.1 -0.803
C 0.493389 2.331437 -0.645654 -0.1 0.3 0.2 0.707
O -0.600498 2.781480 -0.774381 0.0 0.1 0.2 -0.538
C 1.337161 1.621006 -1.717707 0.3 -0.2 0.0 0.682
O 0.972369 1.437263 -2.833794 -0.1 0.0 -0.1 -0.500
O 2.486754 1.261032 -1.168133 -0.3 0.2 0.2 -0.629
Al 1.054367 2.902288 2.619262 -0.1 0.3 -0.2 0.816
C 4.640354 -4.065141 1.308089 0.3 -0.2 0.6 -0.667
C 5.422144 -3.206456 0.324953 -0.4 0.7 1.9 0.024
O 4.908511 -1.924035 0.225311 0.3 0.1 -0.3 -0.711
H 3.596796 -4.141468 1.049962 -0.1 0.1 0.0 0.235
H 5.059790 -5.069741 1.369378 0.0 0.0 0.0 0.225
H 4.667912 -3.622398 2.309006 0.4 0.1 -0.1 0.227
H 5.438667 -3.646976 -0.825368 0.4 0.3 0.8 0.210
H 6.477899 -3.174977 0.646962 0.2 -0.3 -0.8 0.218
H 4.907825 -1.532046 1.110926 -0.2 0.0 0.1 0.498
Br 3.931018 -4.208475 -1.394892 -0.9 -0.7 -2.2 -0.023
Cl -3.483119 3.107539 -3.561783 -0.4 -0.3 0.4 -0.373
N -4.808479 -4.013298 -0.391823 -0.4 0.6 0.3 -0.933
H -4.005481 -4.148687 -0.995996 0.0 0.0 -0.1 0.421
H -5.779787 -4.210498 -1.032188 0.4 -0.6 -0.5 0.407
H -4.776012 -4.679286 0.372437 0.0 -0.1 0.0 0.413
H -4.798253 -3.065983 -0.015603 0.1 0.0 0.1 0.419
Br 2.204403 5.231125 1.788184 -0.1 0.1 0.3 -0.777
Cl -4.560240 3.210473 2.034779 -0.3 0.4 0.5 -0.213
Mg 3.013176 7.195419 3.374407 -0.1 -0.3 -0.2 0.669
Cl -6.680496 -4.999166 -2.258234 0.0 0.3 0.3 -0.733

12
Properties=species:S:1:pos:R:3:forces:R:3:nbo_charge:R:1 method="wB97M-V/def2-TZVPD" molar_mass_g_mol=123.61 total_energy_ha=-1031.04915 charge=0 relative_energy_kj_mol=8.6 smiles="NC(=S)CCCl"
C -0.564631 -0.243215 -0.885268 -0.4 -0.2 0.0 0.130
C -0.437068 -0.213074 0.610190 0.0 0.2 1.3 -0.513
C 0.313969 1.017752 1.110864 0.9 -0.7 0.8 -0.304
H 0.347896 -1.164441 -2.475943 -0.4 -0.1 1.5 0.415
H 0.915676 -1.693578 -0.886061 -1.1 0.8 -0.7 0.402
H -1.428362 -0.119345 1.054975 -0.2 0.1 -0.2 0.254
H -0.014932 -1.126075 1.090996 0.0 0.5 -0.7 0.218
H 0.222734 1.100600 2.217982 0.5 -0.2 -0.8 0.221
H -0.063738 1.921360 0.699128 -0.3 0.6 -0.6 0.229
N 0.188368 -1.190639 -1.441511 1.7 -0.8 -1.3 -0.761
S -1.596228 0.746637 -1.721689 0.5 -0.2 0.3 -0.167
Cl 2.116316 0.964017 0.626337 -1.2 0.0 0.5 -0.123

21
Properties=species:S:1:pos:R:3:forces:R:3:nbo_charge:R:1 method="wB97M-V/def2-TZVPD" molar_mass_g_mol=132.16 total_energy_ha=-457.55001 charge=0 relative_energy_kj_mol=522.2
C 1.463916 0.896832 -0.724263 1.6 3.0 -0.1 -0.639
C 0.815469 -0.978000 0.760619 1.7 0.9 -3.0 -0.181
C -1.163803 1.867266 0.525347 0.0 -2.0 2.2 -0.669
C 0.353244 -0.111465 -0.502444 -0.1 1.3 2.6 -0.279
C -0.985469 0.506025 -0.113989 1.3 1.4 0.2 0.186
N 1.709030 -2.031155 0.323428 2.3 -0.7 -0.8 -0.867
N -2.015544 -0.239915 -0.087933 -0.6 -1.8 -0.6 0.345
O -3.150722 -0.064204 0.380575 -0.4 0.0 -0.1 -0.530
O -1.805063 -1.552920 -0.692490 2.6 2.0 0.0 -0.587
H 1.245467 1.817447 -1.352892 -0.2 -1.4 0.2 0.222
H 2.439279 0.528059 -1.085602 -0.8 -0.6 -0.5 0.223
H 1.903477 1.435280 0.171020 -1.2 -0.8 -0.1 0.208
H 0.013091 -1.345794 1.301438 -1.6 -1.0 0.9 0.201
H 1.344776 -0.243883 1.379733 0.1 -0.5 0.2 0.185
H 2.583219 -1.688035 -0.200425 -2.1 -0.7 1.2 0.362
H -1.232405 2.639665 -0.114761 0.0 2.4 -3.2 0.226
H -0.287435 2.194238 1.141831 -1.0 -0.8 0.1 0.228
H -2.184939 1.931489 0.966572 1.1 -0.4 0.6 0.264
H 0.224783 -0.717894 -1.348623 -0.1 -0.9 -1.0 0.240
H 1.348258 -2.880566 -0.166028 0.0 1.5 0.7 0.378
H -2.618619 -1.962479 -0.561116 -2.6 -1.0 0.6 0.482